No. 1
{
  "formula": "C42H55N7O3PS2V",
  "method": "the ωB97M-V functional and the def2-TZVPD basis",
  "elements": ["V", "S", "C", "C", "C", "C", "N", "C", "C", "C", "S", "C", "N", "H", "H", "O", "C", "C", "C", "C", "N", "C", "C", "C", "C", "C", "C", "O", "C", "C", "N", "H", "H", "H", "H", "H", "H", "H", "H", "H", "H", "H", "H", "C", "C", "N", "C", "C", "C", "O", "C", "C", "C", "C", "N", "C", "H", "H", "H", "H", "H", "H", "H", "H", "H", "H", "H", "H", "H", "H", "C", "C", "C", "C", "P", "N", "C", "C", "C", "C", "C", "C", "C", "C", "H", "H", "H", "H", "H", "H", "H", "H", "H", "H", "H", "H", "H", "H", "H", "H", "H", "H", "H", "H", "H", "H", "H", "H", "H", "H", "H"],
  "positions_angstrom": [[-0.3538, 0.4849, -1.2128], [-1.8489, 1.3548, -2.9846], [-0.7080, 1.6375, -4.2549], [-0.9704, 2.6026, -5.2295], [-0.0433, 2.9037, -6.2176], [-0.3252, 3.9439, -7.1517], [-0.5683, 4.7988, -7.8818], [1.1750, 2.2001, -6.2722], [1.4298, 1.2123, -5.3268], [0.5195, 0.9342, -4.3106], [0.9355, -0.2289, -3.0727], [2.1421, 2.5298, -7.2655], [2.9297, 2.8070, -8.0568], [-1.9093, 3.1381, -5.1936], [2.3653, 0.6697, -5.3568], [-4.5031, 5.1395, 1.8300], [-5.0043, 3.8685, 1.4719], [-3.8872, 2.9976, 0.9802], [-4.0856, 1.6321, 0.7830], [-3.0595, 0.8762, 0.2673], [-1.8612, 1.3704, -0.0655], [-1.6628, 2.6918, 0.1227], [-2.6522, 3.5165, 0.6577], [-0.4194, 3.2229, -0.4141], [0.0092, 4.5319, -0.1957], [1.0903, 5.0405, -0.8834], [1.6141, 6.4286, -0.6212], [0.7130, 7.2676, 0.0694], [1.6840, 4.2101, -1.8328], [1.2600, 2.9059, -1.9395], [0.2668, 2.3742, -1.2143], [-5.2309, 5.6917, 2.1259], [-5.7459, 3.9567, 0.6674], [-5.4940, 3.3802, 2.3225], [-5.0301, 1.1631, 1.0228], [-3.2258, -0.1797, 0.1164], [-2.4712, 4.5716, 0.7895], [-0.4948, 5.1510, 0.5327], [1.9341, 6.8832, -1.5658], [2.4953, 6.3571, 0.0213], [-0.0556, 7.4262, -0.4891], [2.4837, 4.5698, -2.4667], [1.7414, 2.2471, -2.6443], [-0.7328, -5.6175, 1.7374], [-2.0939, -5.5648, 1.0478], [-3.0079, -4.6349, 1.6944], [-3.6860, -5.0674, 2.9155], [-3.1514, -4.4029, 4.1819], [-3.2371, -3.3728, 1.2645], [-3.9395, -2.5798, 1.8786], [-2.6741, -2.9516, -0.0649], [-3.2539, -3.4001, -1.2481], [-2.8405, -2.8246, -2.4371], [-1.9066, -1.8017, -2.4073], [-1.3659, -1.3404, -1.2723], [-1.7440, -1.9314, -0.1343], [-0.0641, -6.2853, 1.1942], [-0.8208, -5.9775, 2.7625], [-0.2927, -4.6204, 1.7553], [-2.5508, -6.5568, 1.0517], [-1.9504, -5.2640, 0.0128], [-3.5829, -6.1503, 2.9870], [-4.7443, -4.8189, 2.8113], [-2.0855, -4.5955, 4.3058], [-3.6813, -4.7931, 5.0509], [-3.3113, -3.3292, 4.1256], [-4.0166, -4.1687, -1.2315], [-3.2601, -3.1482, -3.3788], [-1.5858, -1.3289, -3.3215], [-1.2946, -1.5382, 0.7693], [2.2140, -0.5973, 3.7659], [1.2110, -0.7244, 2.6179], [0.4651, -2.0556, 2.7752], [0.1515, 0.3794, 2.7256], [1.9882, -0.5835, 0.8724], [0.8523, -0.1194, -0.1080], [3.4269, 0.6867, 0.9029], [4.6783, 0.3051, 1.6976], [3.8285, 0.9507, -0.5599], [2.8400, 1.9802, 1.4820], [2.6855, -2.2810, 0.3308], [3.4890, -2.0798, -0.9563], [1.4935, -3.1776, -0.0292], [3.5685, -2.9476, 1.3857], [1.6957, -0.7972, 4.7074], [2.6345, 0.4037, 3.8307], [3.0273, -1.3176, 3.6767], [-0.1866, -1.9928, 3.6506], [1.1384, -2.8969, 2.9288], [-0.1637, -2.2521, 1.9092], [-0.3906, 0.2662, 3.6679], [-0.5578, 0.3057, 1.9032], [0.5881, 1.3760, 2.7040], [4.4584, 0.0316, 2.7273], [5.3459, 1.1711, 1.7160], [5.2220, -0.5168, 1.2328], [4.7099, 0.3811, -0.8465], [4.0697, 2.0064, -0.6921], [3.0177, 0.6970, -1.2418], [2.6974, 1.9210, 2.5600], [1.8897, 2.2064, 1.0046], [3.5236, 2.8104, 1.2880], [2.9090, -1.5253, -1.6941], [3.7307, -3.0548, -1.3862], [4.4306, -1.5664, -0.7750], [0.7366, -2.5944, -0.5569], [1.0555, -3.6512, 0.8452], [1.8278, -3.9743, -0.6978], [4.4435, -2.3423, 1.6167], [3.9221, -3.9056, 0.9966], [3.0289, -3.1402, 2.3114]],
  "atomic_forces_ev_per_a": [[-1.2, -0.4, -2.1], [-0.7, 0.1, -0.3], [0.2, 0.1, -0.3], [0.1, -0.1, 0.0], [0.2, -0.3, 0.2], [-0.1, 0.3, -0.2], [0.0, 0.0, 0.0], [-0.4, 0.0, 0.2], [0.0, 0.1, -0.1], [-0.1, 0.0, -0.1], [0.3, -0.1, -0.6], [0.3, 0.0, -0.2], [0.0, 0.0, 0.0], [0.0, 0.0, 0.0], [0.0, 0.0, 0.0], [0.1, 0.0, 0.0], [-0.2, 0.0, 0.0], [0.0, -0.3, 0.0], [0.0, 0.4, 0.1], [-0.1, -0.2, 0.1], [-0.7, 0.8, 0.4], [-0.8, -0.3, 0.3], [0.4, 0.0, 0.0], [1.0, 0.3, -0.4], [-0.4, -0.2, 0.3], [0.2, -0.2, -0.2], [0.1, 0.1, 0.0], [-0.1, 0.0, 0.0], [-0.1, 0.4, 0.3], [0.3, -0.3, -0.1], [0.4, 2.2, 0.3], [0.0, 0.0, 0.0], [0.0, 0.0, 0.0], [0.0, 0.0, 0.0], [0.0, -0.1, 0.0], [0.1, 0.0, 0.0], [0.0, 0.0, 0.0], [0.0, 0.0, 0.0], [0.0, -0.1, 0.0], [0.0, 0.0, -0.1], [0.0, 0.0, 0.0], [0.0, -0.1, 0.0], [0.0, -0.2, 0.1], [-0.2, 0.0, 0.0], [0.3, 0.0, 0.1], [-0.1, 0.0, -0.1], [0.0, 0.3, 0.2], [0.0, -0.1, -0.1], [0.0, -0.1, -0.1], [0.1, 0.0, 0.0], [-0.2, 0.0, -0.1], [0.2, 0.1, 0.0], [-0.1, -0.1, 0.2], [0.0, -0.2, -0.2], [-0.9, -1.1, -0.1], [0.1, 0.0, 0.1], [0.0, 0.0, 0.0], [0.0, 0.0, 0.0], [-0.1, -0.1, 0.1], [-0.1, 0.1, -0.1], [-0.1, 0.0, 0.0], [0.0, 0.0, -0.1], [0.0, -0.1, 0.0], [0.0, 0.0, 0.0], [0.0, 0.0, 0.0], [0.0, 0.0, 0.0], [0.0, 0.0, 0.0], [0.0, 0.1, -0.1], [0.1, 0.1, 0.0], [-0.1, 0.1, -0.2], [-0.1, -0.1, 0.0], [0.2, 0.1, -0.2], [0.0, 0.1, -0.1], [0.1, 0.1, 0.0], [-0.1, -0.1, -0.1], [2.2, -1.2, 2.6], [-0.2, -0.3, 0.1], [-0.1, 0.0, 0.0], [-0.1, 0.0, 0.0], [0.0, -0.1, 0.0], [-0.1, 0.3, 0.2], [0.0, 0.1, 0.0], [0.1, 0.0, 0.0], [0.0, 0.1, -0.1], [0.0, 0.0, 0.0], [0.0, 0.0, 0.0], [0.0, 0.0, 0.1], [0.0, 0.0, 0.0], [0.0, 0.0, 0.0], [0.1, -0.1, 0.2], [0.0, 0.0, 0.0], [0.0, 0.0, 0.1], [0.0, 0.0, 0.0], [0.1, 0.0, 0.0], [0.0, 0.0, 0.0], [0.0, 0.0, 0.0], [0.0, 0.0, 0.0], [0.0, 0.1, 0.0], [0.0, 0.1, -0.2], [-0.1, 0.0, 0.0], [-0.1, 0.1, 0.0], [0.1, 0.0, 0.0], [0.1, 0.0, -0.1], [0.0, -0.1, 0.1], [0.0, 0.0, 0.0], [0.0, -0.1, 0.0], [0.0, 0.1, -0.1], [0.1, 0.0, 0.0], [0.0, -0.1, 0.0], [0.0, 0.0, 0.0], [0.0, -0.1, 0.0]],
  "de_lowest_kj_mol": 65.6,
  "multiplicity": 3,
  "homo_ev": [-6.1, -6.8],
  "e_tot_ha": -4324.28877,
  "gap_ev": [5.418, 6.074]
}

---

No. 2
{
  "formula": "C42H57BaBrN10O4SSi2",
  "method": "the ωB97M-V functional and the def2-TZVPD basis",
  "elements": ["Ba", "N", "C", "C", "C", "C", "C", "C", "S", "O", "O", "N", "C", "N", "C", "C", "C", "N", "H", "H", "H", "H", "H", "H", "H", "H", "H", "N", "C", "N", "C", "N", "N", "C", "N", "C", "C", "C", "C", "C", "N", "H", "H", "H", "H", "H", "H", "H", "H", "O", "O", "H", "H", "C", "C", "C", "C", "C", "C", "Si", "C", "C", "C", "C", "C", "C", "H", "H", "H", "H", "H", "H", "H", "H", "H", "H", "H", "C", "C", "C", "C", "Si", "Br", "C", "C", "C", "C", "C", "C", "C", "C", "H", "H", "H", "H", "H", "H", "H", "H", "H", "H", "H", "H", "H", "H", "H", "H", "H", "H", "H", "H", "H", "H", "H", "H", "H", "H", "H"],
  "positions_angstrom": [[0.1769, 0.1449, 0.9814], [2.9320, 3.0886, 8.0900], [2.2077, 2.1064, 7.3739], [1.8027, 0.9310, 8.0033], [1.1754, -0.0658, 7.2822], [0.9641, 0.0858, 5.9189], [1.4069, 1.2227, 5.2788], [2.0454, 2.2191, 6.0027], [0.1338, -1.2699, 5.1002], [0.6095, -2.4005, 5.8613], [-1.2743, -1.0017, 5.2274], [0.4755, -1.1245, 3.5164], [1.2400, -2.0857, 2.8679], [1.5956, -2.1951, 1.4514], [2.3298, -3.2246, 1.1155], [2.8112, -4.2230, 1.9588], [2.4525, -4.0531, 3.2547], [1.7185, -3.0420, 3.6595], [2.6956, 3.1137, 9.0694], [2.8649, 4.0041, 7.6737], [1.9787, 0.7922, 9.0656], [0.8475, -0.9724, 7.7679], [1.2625, 1.3308, 4.2148], [2.4151, 3.0967, 5.4855], [2.5579, -3.2574, 0.0475], [3.4135, -5.0514, 1.6141], [2.7595, -4.7547, 4.0305], [3.8910, -0.3678, -0.0939], [3.9286, 0.7842, 0.6434], [5.1270, 1.3469, 0.8328], [5.0584, 2.4617, 1.5509], [6.2499, 3.1182, 1.8008], [3.9582, 3.0084, 2.0469], [2.8065, 2.3597, 1.8090], [2.7645, 1.2360, 1.1058], [1.6059, 3.0630, 2.4016], [1.8715, 4.2908, 3.0050], [0.8447, 5.0249, 3.5714], [-0.4360, 4.5100, 3.5316], [-0.6200, 3.2783, 2.9165], [0.3587, 2.5844, 2.3639], [4.7638, -0.8702, -0.0699], [3.0637, -0.9187, 0.0972], [6.9560, 2.8920, 1.1190], [6.1128, 4.1009, 1.9728], [2.8738, 4.6765, 3.0316], [1.0523, 5.9800, 4.0397], [-1.2769, 5.0373, 3.9621], [-1.6020, 2.8140, 2.8408], [0.1581, 1.9904, -0.2833], [-1.3071, -2.2233, 1.0263], [-1.3598, -2.4465, 1.9674], [-0.7135, -2.8834, 0.6449], [-6.4455, -1.5324, 2.8502], [-6.2689, -0.2185, 3.2587], [-5.2751, 0.5667, 2.6961], [-4.4201, 0.0808, 1.6847], [-4.6314, -1.2565, 1.2883], [-5.6153, -2.0455, 1.8638], [-3.0705, 1.1378, 0.8918], [-3.5461, 2.7241, -0.0014], [-4.2140, 3.7850, 0.6350], [-4.5684, 4.9424, -0.0472], [-4.2519, 5.0873, -1.3872], [-3.5799, 4.0589, -2.0374], [-3.2391, 2.9011, -1.3615], [-7.2188, -2.1496, 3.2969], [-6.9071, 0.1935, 4.0353], [-5.1489, 1.5828, 3.0477], [-4.0046, -1.6742, 0.5112], [-5.7445, -3.0724, 1.5329], [-1.6874, 0.7117, 0.9370], [-4.4600, 3.6999, 1.6871], [-5.0872, 5.7420, 0.4751], [-4.5205, 5.9942, -1.9209], [-3.3223, 4.1638, -3.0873], [-2.7163, 2.1113, -1.8837], [-0.2674, -0.3841, -6.7876], [-0.5351, -0.2139, -5.2872], [0.0626, 1.1211, -4.8181], [-2.0461, -0.1188, -5.0664], [0.1986, -1.6612, -4.2759], [0.1978, -0.9609, -2.1773], [2.0336, -2.0332, -4.7315], [2.1348, -2.8508, -6.0237], [2.8131, -0.7303, -4.9122], [2.7267, -2.8042, -3.6041], [-0.8965, -3.2440, -4.3386], [-0.1609, -4.4324, -3.7194], [-1.2815, -3.6056, -5.7775], [-2.1758, -3.0409, -3.5195], [-0.7659, 0.4201, -7.3411], [-0.6424, -1.3317, -7.1784], [0.7955, -0.3250, -7.0227], [-0.3627, 1.9336, -5.4194], [1.1412, 1.1670, -4.9287], [-0.1687, 1.3322, -3.7721], [-2.4275, 0.7842, -5.5556], [-2.2990, -0.0502, -4.0072], [-2.5823, -0.9657, -5.4955], [1.6334, -2.3678, -6.8629], [1.7101, -3.8483, -5.9119], [3.1895, -2.9777, -6.2986], [2.4850, -0.1712, -5.7869], [3.8766, -0.9591, -5.0563], [2.7290, -0.0826, -4.0385], [2.2519, -3.7559, -3.3836], [2.7525, -2.2201, -2.6841], [3.7646, -3.0150, -3.8932], [0.6956, -4.7473, -4.3151], [-0.8409, -5.2907, -3.6563], [0.1854, -4.2093, -2.7088], [-0.4135, -3.7341, -6.4253], [-1.9238, -2.8498, -6.2279], [-1.8397, -4.5501, -5.7840], [-1.9590, -2.8607, -2.4674], [-2.7914, -3.9474, -3.5805], [-2.7821, -2.2142, -3.8723]],
  "atomic_forces_ev_per_a": [[1.6, 1.6, -1.1], [-0.1, -0.2, -0.1], [0.6, -0.2, 0.1], [-0.2, 0.1, 0.1], [0.0, 0.1, 0.1], [0.1, -0.2, -0.4], [0.1, 0.1, 0.0], [-0.2, 0.2, -0.2], [-0.3, 0.3, 0.7], [-0.1, -0.3, -0.2], [-0.3, 0.1, -0.2], [1.3, -1.2, -1.9], [0.9, -0.9, 0.3], [-1.2, 1.4, 2.6], [0.3, -0.4, -0.5], [0.2, 0.0, -1.2], [-0.4, 0.3, 1.0], [0.5, -0.8, 0.5], [0.0, 0.1, 0.0], [0.0, 0.0, 0.0], [0.0, 0.1, 0.0], [0.0, -0.1, 0.0], [0.0, 0.0, 0.0], [0.0, 0.0, 0.0], [0.1, -0.1, 0.0], [0.0, 0.1, -0.1], [0.0, 0.0, 0.0], [0.0, 0.1, 0.3], [0.1, -0.1, 0.1], [-0.1, -0.1, -0.1], [-0.2, 0.2, -0.1], [-0.2, -0.1, -0.1], [0.3, 0.0, 0.1], [0.3, 0.4, 0.0], [-0.3, 0.1, 0.6], [0.2, 0.5, 0.0], [0.0, 0.3, 0.1], [0.0, 0.0, 0.0], [0.0, -0.1, -0.2], [-0.5, 0.2, 0.1], [1.0, -1.0, -0.2], [0.0, -0.1, -0.1], [0.0, 0.0, -0.1], [0.1, 0.1, 0.0], [0.1, 0.0, 0.0], [0.1, 0.0, -0.1], [0.0, 0.0, 0.0], [0.0, 0.0, 0.0], [0.0, 0.0, 0.0], [0.1, -0.8, 0.1], [-0.3, -0.7, -0.1], [-0.1, 0.2, -0.1], [0.0, 0.1, 0.1], [-0.2, -0.1, 0.1], [-0.1, 0.1, 0.0], [-0.1, -0.1, -0.2], [0.2, 0.2, -0.1], [0.1, 0.0, 0.2], [0.1, -0.1, 0.0], [-0.4, 0.2, 0.1], [0.0, -0.2, 0.3], [-0.1, -0.1, -0.1], [-0.1, 0.0, 0.1], [0.0, 0.2, -0.1], [0.1, 0.0, -0.1], [0.1, 0.1, 0.0], [0.0, 0.0, 0.0], [0.0, 0.0, 0.0], [0.1, 0.0, 0.0], [0.0, 0.0, -0.1], [0.0, 0.0, 0.0], [-2.9, 0.5, -0.3], [0.1, 0.0, 0.0], [0.0, 0.0, 0.0], [0.0, 0.0, 0.0], [0.0, 0.0, 0.0], [0.1, 0.0, 0.1], [0.0, 0.0, -0.1], [0.1, 0.1, 0.0], [-0.1, 0.1, 0.1], [-0.1, 0.0, 0.0], [0.0, -0.2, -0.2], [0.1, 0.0, 0.0], [-0.1, 0.0, 0.1], [0.1, -0.1, -0.1], [0.1, 0.1, 0.0], [0.2, -0.1, 0.1], [0.0, 0.1, 0.0], [0.0, -0.2, 0.0], [-0.1, -0.1, -0.1], [-0.1, -0.1, 0.1], [0.0, 0.0, 0.0], [0.0, 0.0, 0.0], [0.0, 0.0, 0.0], [0.0, 0.0, 0.0], [0.0, 0.0, 0.0], [0.0, 0.0, 0.0], [0.0, 0.0, 0.0], [0.0, 0.1, 0.0], [0.0, 0.0, 0.0], [0.0, 0.0, 0.0], [0.0, 0.0, 0.0], [0.0, 0.0, 0.0], [0.0, 0.0, 0.0], [0.0, 0.0, 0.0], [0.0, 0.0, 0.0], [0.0, 0.0, 0.0], [0.0, 0.0, 0.0], [0.0, 0.0, 0.0], [0.0, 0.0, 0.0], [0.0, 0.0, 0.0], [0.0, 0.0, 0.0], [0.0, 0.0, 0.0], [0.0, 0.0, 0.0], [0.0, 0.0, 0.0], [0.0, 0.0, 0.0], [0.0, 0.0, 0.0], [-0.1, 0.0, 0.0]],
  "de_lowest_kj_mol": 451.2,
  "multiplicity": 1,
  "homo_ev": 1.0,
  "e_tot_ha": -6059.81725,
  "total_charge": -2,
  "gap_ev": 2.552
}